Below is a structure of composition C42H52BLaN18O9SSe at a distorted geometry, with properties calculated with wB97M-V/def2-TZVPD.

Expectation value of S² = 0.771
Largest force on an atom = 1.59 eV/A
Spin multiplicity = 2
DFT total energy = -6150.4876 Ha
Energy above the lowest of the compared OMol25 structures with the same formula, charge and spin = 27.0 kcal/mol
Orbital gap (alpha / beta) = 0.2775 / 0.2362 hartree
Net charge = +1

Element x y z (Å)
La  -0.791  -0.464  -0.163
C  -4.609  -3.421  -1.058
C  -3.756  -2.173  -1.142
O  -2.529  -2.242  -0.966
C  -4.456  -0.961  -1.426
C  -3.845  0.218  -1.806
C  -4.651  1.414  -2.202
N  -2.501  0.284  -1.910
N  -2.072  1.196  -2.766
C  -0.751  1.426  -2.823
O  0.049  1.084  -1.905
C  -0.334  2.206  -3.997
C  -1.306  2.824  -4.789
C  -0.937  3.527  -5.916
C  0.398  3.603  -6.281
C  1.370  3.005  -5.493
C  1.012  2.321  -4.347
H  -5.174  -3.423  -0.127
H  -5.321  -3.450  -1.880
H  -3.981  -4.307  -1.096
H  -5.535  -0.998  -1.437
H  -5.712  1.239  -2.065
H  -4.335  2.263  -1.598
H  -4.437  1.661  -3.240
H  -2.340  2.754  -4.491
H  -1.692  4.005  -6.522
H  0.682  4.143  -7.172
H  2.406  3.059  -5.785
H  1.766  1.853  -3.735
C  -1.239  -6.013  1.764
C  -1.885  -4.975  1.091
N  -1.070  -3.942  0.921
N  0.113  -4.301  1.434
C  0.035  -5.534  1.971
B  1.333  -3.346  1.346
N  1.468  -2.954  -0.152
C  2.302  -3.574  -1.015
C  1.792  -3.456  -2.289
C  0.622  -2.714  -2.122
N  0.446  -2.408  -0.840
N  0.956  -2.184  2.289
C  1.338  -2.098  3.573
C  0.427  -1.318  4.253
C  -0.503  -0.965  3.281
N  -0.175  -1.480  2.098
N  2.578  -4.077  1.789
C  2.954  -5.319  1.387
C  4.134  -5.634  2.011
C  4.421  -4.502  2.786
N  3.492  -3.582  2.635
H  -1.636  -6.963  2.056
H  -2.894  -4.947  0.727
H  0.859  -5.984  2.486
H  3.204  -4.055  -0.697
H  2.208  -3.835  -3.203
H  -0.085  -2.405  -2.874
H  2.233  -2.583  3.905
H  0.416  -1.061  5.293
H  -1.408  -0.402  3.396
H  2.374  -5.885  0.687
H  4.695  -6.541  1.930
H  5.258  -4.330  3.432
O  1.512  0.440  0.649
H  1.796  1.095  -0.039
H  1.765  0.899  1.472
O  2.418  2.310  -1.022
H  1.676  2.241  -1.642
H  2.376  3.167  -0.578
C  4.563  3.120  3.901
C  4.245  4.053  2.758
S  2.520  3.810  2.262
O  2.159  2.416  2.402
O  2.324  4.377  0.951
C  1.485  4.717  3.482
C  0.146  5.134  2.872
N  -0.304  4.204  1.863
C  -0.612  2.897  2.050
N  -0.758  2.256  0.901
C  -0.574  3.181  -0.067
C  -0.273  4.396  0.499
N  0.032  5.588  -0.187
O  0.234  5.476  -1.375
O  0.056  6.632  0.436
C  -0.880  2.329  3.390
H  5.605  3.214  4.190
H  4.377  2.095  3.592
H  3.947  3.333  4.770
H  4.840  3.844  1.871
H  4.350  5.105  3.012
H  2.039  5.590  3.810
H  1.369  4.019  4.305
H  0.243  6.107  2.382
H  -0.616  5.207  3.655
H  -0.708  2.983  -1.109
H  -1.118  3.120  4.097
H  -0.023  1.762  3.751
H  -1.731  1.658  3.307
C  -5.700  -1.366  3.375
N  -4.716  -0.658  2.598
C  -4.847  0.727  2.232
C  -3.642  0.903  1.304
O  -3.351  1.905  0.691
N  -2.952  -0.271  1.273
C  -3.621  -1.169  2.005
N  -3.231  -2.424  2.141
H  -6.408  -0.643  3.771
H  -5.246  -1.888  4.219
H  -6.248  -2.082  2.758
H  -4.781  1.385  3.104
H  -5.781  0.938  1.707
H  -2.421  -2.768  1.608
H  -3.751  -3.061  2.718
Se  3.375  -0.494  -1.290
N  2.092  -0.460  -2.467
C  2.602  -0.699  -3.678
C  1.880  -0.736  -4.889
C  2.561  -0.957  -6.052
C  3.956  -1.165  -6.062
C  4.690  -1.144  -4.911
C  4.027  -0.908  -3.689
N  4.600  -0.831  -2.487
H  0.814  -0.566  -4.879
H  2.032  -0.980  -6.992
H  4.449  -1.342  -7.005
H  5.758  -1.291  -4.921

Löwdin atomic charge list, values in e, 2 entries: number 1, La, carries 2.09; number 2, C, carries 0.00